Entry 1:
A molecular structure, C44H43N8O4PtSi, computed with ωB97M-V with the def2-TZVPD basis set.

The geometry in XYZ format:
```
101
Properties=species:S:1:pos:R:3
Pt 1.239 0.039 0.014
C 0.052 0.112 -6.412
C 0.309 -1.253 -6.329
C 0.725 -1.836 -5.133
C 0.878 -1.003 -4.048
C 1.219 -1.280 -2.637
N 1.398 -2.492 -2.198
C 1.522 -2.784 -0.894
C 1.652 -4.128 -0.381
C 1.722 -5.365 -1.013
C 1.821 -6.490 -0.214
C 1.843 -6.388 1.186
C 1.764 -5.159 1.817
C 1.669 -4.026 1.017
C 1.550 -2.622 1.327
N 1.515 -2.136 2.590
C 1.355 -0.878 2.858
N 1.210 0.178 2.003
C 1.058 1.343 2.702
N 0.882 2.548 2.261
C 0.779 2.842 0.944
N 0.894 1.990 -0.111
C 0.699 2.667 -1.274
N 0.673 2.171 -2.521
C 0.862 0.911 -2.784
N 1.300 -0.092 -1.973
C 0.635 0.357 -4.134
C 0.212 0.944 -5.305
C 0.448 4.054 -0.958
C 0.168 5.156 -1.756
C -0.046 6.369 -1.126
C 0.012 6.481 0.273
C 0.281 5.384 1.070
C 0.500 4.163 0.439
C 1.117 1.019 4.144
C 1.012 1.814 5.267
C 1.095 1.185 6.506
C 1.274 -0.194 6.603
C 1.376 -0.988 5.464
C 1.297 -0.354 4.241
N 1.478 -1.926 0.162
H -0.287 0.531 -7.351
H 0.165 -1.873 -7.205
H 0.898 -2.900 -5.045
H 1.692 -5.432 -2.092
H 1.875 -7.469 -0.672
H 1.916 -7.291 1.780
H 1.769 -5.073 2.896
H -0.001 2.005 -5.349
H 0.113 5.054 -2.832
H -0.269 7.249 -1.717
H -0.165 7.446 0.732
H 0.317 5.461 2.149
H 0.867 2.882 5.175
H 1.016 1.773 7.411
H 1.329 -0.653 7.582
H 1.508 -2.060 5.522
C -4.201 1.683 -4.440
C -3.972 1.479 -2.945
C -2.740 2.270 -2.504
C -5.199 1.930 -2.153
O -3.809 0.083 -2.756
Si -2.862 -0.690 -1.615
O -1.320 -0.491 -1.784
O -3.520 -0.148 -0.180
C -3.080 -0.369 1.149
C -2.327 0.884 1.590
C -4.329 -0.571 2.002
C -2.175 -1.596 1.255
O -3.411 -2.265 -1.685
C -3.368 -3.170 -2.774
C -4.662 -3.032 -3.574
C -3.268 -4.567 -2.169
C -2.164 -2.913 -3.678
H -4.378 2.736 -4.672
H -5.064 1.099 -4.766
H -3.325 1.340 -4.995
H -2.900 3.338 -2.677
H -1.858 1.946 -3.054
H -2.546 2.118 -1.440
H -5.394 2.995 -2.303
H -5.036 1.738 -1.092
H -6.073 1.360 -2.474
H -2.986 1.754 1.540
H -1.492 1.047 0.906
H -1.943 0.790 2.610
H -4.987 0.295 1.908
H -4.068 -0.704 3.055
H -4.870 -1.453 1.656
H -1.322 -1.485 0.585
H -2.722 -2.495 0.962
H -1.816 -1.718 2.282
H -5.519 -3.219 -2.923
H -4.688 -3.740 -4.406
H -4.745 -2.016 -3.961
H -4.108 -4.736 -1.492
H -2.342 -4.657 -1.598
H -3.280 -5.336 -2.945
H -2.214 -1.911 -4.109
H -2.141 -3.646 -4.491
H -1.238 -2.980 -3.107
```

Calculated values
HOMO energy (spin up / spin down): -3.4418 / -5.2856 eV
Kohn-Sham gap (spin up / spin down): 0.1793 / 0.1887 hartree
ΔE to the lowest compared entry with this formula, charge and spin: 0.00 kJ/mol
Charge: -1
Molar mass: 971.04 g/mol
Spin multiplicity: 3

These are the Mulliken partial charges, in e, on atoms 1 to 99:
1 Pt 1.614
2 C -0.798
3 C -0.697
4 C 0.215
5 C -0.079
6 C 0.060
7 N -0.470
8 C -0.066
9 C 0.420
10 C -0.120
11 C -0.712
12 C -0.639
13 C -0.183
14 C 0.206
15 C -0.121
16 N -0.598
17 C 0.047
18 N -0.368
19 C 0.025
20 N -0.590
21 C -0.100
22 N -0.524
23 C -0.137
24 N -0.414
25 C 0.170
26 N -0.515
27 C -0.133
28 C 0.095
29 C 0.376
30 C -0.057
31 C -0.748
32 C -0.619
33 C -0.176
34 C 0.269
35 C 0.052
36 C -0.124
37 C -0.635
38 C -0.639
39 C -0.099
40 C 0.148
41 N -0.560
42 H 0.394
43 H 0.384
44 H 0.528
45 H 0.547
46 H 0.388
47 H 0.382
48 H 0.552
49 H 0.534
50 H 0.553
51 H 0.386
52 H 0.376
53 H 0.556
54 H 0.574
55 H 0.387
56 H 0.390
57 H 0.579
58 C -1.986
59 C 2.169
60 C -1.110
61 C -1.777
62 O -0.171
63 Si -3.327
64 O 3.065
65 O -0.290
66 C 2.019
67 C -1.326
68 C -2.147
69 C -1.279
70 O -0.388
71 C 2.221
72 C -1.754
73 C -1.994
74 C -1.309
75 H 0.393
76 H 0.407
77 H 0.331
78 H 0.752
79 H -0.170
80 H -0.024
81 H 0.429
82 H 0.125
83 H 0.379
84 H 0.377
85 H -0.152
86 H 0.487
87 H 0.349
88 H 0.388
89 H 0.414
90 H -0.041
91 H 0.366
92 H 0.530
93 H 0.383
94 H 0.453
95 H 0.116
96 H 0.404
97 H 0.358
98 H 0.381
99 H 0.046



Entry 2:
A molecular structure, C44H44AsBrO2PSr, computed with ωB97M-V with the def2-TZVPD basis set.

The geometry in XYZ format:
```
94
Properties=species:S:1:pos:R:3
Sr 1.105 1.067 0.163
C -0.946 -2.514 -0.446
C -1.177 -2.412 -1.928
C -2.372 -2.857 -2.481
C -2.621 -2.763 -3.844
C -1.660 -2.229 -4.683
C -0.461 -1.775 -4.152
C -0.209 -1.848 -2.785
P 1.268 -1.121 -2.008
C 1.993 -0.071 -3.337
C 1.229 1.072 -3.599
C 1.627 2.027 -4.520
C 2.835 1.860 -5.182
C 3.616 0.749 -4.906
C 3.223 -0.229 -3.990
C 4.136 -1.399 -3.739
C 2.286 -2.464 -1.468
C 2.085 -3.789 -1.868
C 2.700 -4.838 -1.223
C 3.505 -4.542 -0.100
C 3.724 -3.257 0.311
C 3.184 -2.130 -0.396
C 3.518 -0.824 -0.057
H -0.879 -1.529 0.016
H -0.007 -3.028 -0.228
H -1.761 -3.062 0.031
H -3.129 -3.270 -1.824
H -3.569 -3.104 -4.243
H -1.840 -2.161 -5.750
H 0.288 -1.349 -4.809
H 0.288 1.194 -3.067
H 1.004 2.892 -4.711
H 3.175 2.596 -5.900
H 4.568 0.629 -5.412
H 5.065 -1.273 -4.296
H 3.673 -2.339 -4.044
H 4.374 -1.492 -2.678
H 1.397 -3.988 -2.684
H 2.530 -5.861 -1.533
H 3.957 -5.355 0.460
H 4.346 -3.063 1.178
H 4.169 -0.622 0.784
H 3.336 0.004 -0.732
C -4.485 -1.477 1.657
C -3.339 -0.659 1.084
O -2.431 -0.424 1.895
C -3.373 -0.216 -0.303
C -4.593 -0.484 -0.993
C -4.847 -0.108 -2.276
C -3.850 0.597 -2.981
C -2.658 0.875 -2.394
C -2.320 0.476 -1.050
O -1.139 0.738 -0.651
H -4.236 -1.718 2.686
H -4.645 -2.400 1.098
H -5.423 -0.918 1.645
H -5.374 -1.010 -0.463
H -5.797 -0.344 -2.737
H -4.023 0.909 -4.005
H -1.885 1.400 -2.941
Br 4.314 -1.627 5.376
C 2.923 -1.054 4.193
C 1.941 -1.960 3.802
C 0.947 -1.533 2.932
C 0.881 -0.227 2.415
C 1.893 0.619 2.867
C 2.916 0.248 3.744
H 1.980 -2.980 4.165
H 0.198 -2.265 2.634
H 1.859 1.684 2.573
H 3.686 0.942 4.061
C -2.949 2.613 1.522
As -1.368 1.485 1.945
C -0.108 3.376 1.139
C -1.487 1.790 3.926
C -0.935 3.102 4.381
C -1.735 4.246 4.430
C -1.206 5.472 4.810
C 0.129 5.581 5.168
C 0.926 4.443 5.154
C 0.401 3.219 4.771
H -2.864 3.563 2.048
H -3.870 2.106 1.818
H -2.961 2.795 0.449
H -0.655 4.240 1.513
H -0.379 3.215 0.082
H 0.967 3.579 1.269
H -0.956 0.947 4.367
H -2.550 1.712 4.166
H -2.784 4.174 4.168
H -1.846 6.346 4.831
H 0.540 6.536 5.470
H 1.967 4.507 5.449
H 1.028 2.336 4.774
```

Calculated values
HOMO energy: -3.2475 eV
Kohn-Sham gap: 0.1952 hartree
ΔE to the lowest compared entry with this formula, charge and spin: 381.93 kJ/mol
Charge: -1
Molar mass: 878.25 g/mol

Per-atom Mulliken charges, elementary charge units:
1 Sr 1.319
2 C -1.400
3 C 0.525
4 C -0.392
5 C -0.759
6 C -0.769
7 C -0.630
8 C 0.259
9 P 0.901
10 C 0.883
11 C -0.551
12 C -0.883
13 C -0.706
14 C -0.824
15 C 0.844
16 C -1.252
17 C -0.080
18 C -0.523
19 C -0.961
20 C -0.489
21 C -1.158
22 C 1.784
23 C -2.433
24 H -0.084
25 H 0.405
26 H 0.491
27 H 0.349
28 H 0.371
29 H 0.392
30 H 0.493
31 H 0.105
32 H 0.475
33 H 0.373
34 H 0.365
35 H 0.448
36 H 0.292
37 H 0.180
38 H 0.386
39 H 0.391
40 H 0.369
41 H 0.406
42 H 0.020
43 H 1.060
44 C -2.023
45 C 0.951
46 O -0.713
47 C 1.592
48 C -1.594
49 C -1.115
50 C -0.407
51 C -0.692
52 C -0.286
53 O 0.995
54 H 0.436
55 H 0.408
56 H 0.423
57 H 0.336
58 H 0.349
59 H 0.399
60 H 0.206
61 Br -0.256
62 C -0.172
63 C -0.466
64 C -1.871
65 C 0.341
66 C 1.239
67 C -0.712
68 H 0.403
69 H 0.126
70 H 0.076
71 H 0.497
72 C -1.628
73 As 2.163
74 C -1.750
75 C -1.784
76 C 0.306
77 C -0.301
78 C -0.752
79 C -0.395
80 C -0.745
81 C -0.057
82 H 0.557
83 H 0.304
84 H 0.323
85 H 0.356
86 H 0.530
87 H 0.185
88 H 0.591
89 H 0.627
90 H 0.398
91 H 0.375
92 H 0.373
93 H 0.395
94 H 0.464